1.
{
  "formula": "C22H19CaClN6O7S",
  "method": "ωB97M-V with the def2-TZVPD basis set",
  "gap_ha": 0.2383,
  "e_above_lowest_kcal_mol": 13.2,
  "charge": -2,
  "species": ["Ca", "O", "C", "C", "C", "C", "C", "C", "C", "O", "N", "N", "C", "C", "C", "C", "C", "C", "C", "O", "H", "H", "H", "H", "H", "H", "H", "H", "H", "H", "C", "C", "N", "N", "C", "N", "S", "C", "C", "C", "C", "C", "N", "H", "H", "H", "H", "H", "H", "H", "H", "H", "O", "Cl", "O", "O", "O"],
  "xyz": [[0.9209, 0.2271, 0.6391], [-3.8369, 1.9941, 2.3431], [-4.0568, 0.6739, 2.3448], [-5.1307, 0.1936, 3.1024], [-5.4147, -1.1596, 3.1515], [-4.6343, -2.0691, 2.4473], [-3.5669, -1.5965, 1.6989], [-3.2579, -0.2438, 1.6250], [-2.0625, 0.1412, 0.7943], [-1.3983, -0.7312, 0.2023], [-1.8448, 1.4697, 0.7588], [-0.6773, 1.7690, 0.0940], [-0.4438, 2.9713, -0.2521], [0.7311, 3.3678, -1.0375], [0.7830, 4.6900, -1.4757], [1.7884, 5.1731, -2.2983], [2.7887, 4.2847, -2.6998], [2.7776, 2.9711, -2.2819], [1.7695, 2.4477, -1.4241], [1.8042, 1.2228, -1.0521], [-2.9681, 2.1230, 1.8109], [-5.7207, 0.9122, 3.6586], [-6.2467, -1.5077, 3.7551], [-4.8495, -3.1298, 2.4890], [-2.9214, -2.2679, 1.1456], [-1.1709, 3.7562, -0.0143], [-0.0143, 5.3576, -1.1584], [1.7974, 6.2084, -2.6162], [3.5927, 4.6325, -3.3421], [3.5667, 2.2877, -2.5746], [0.7973, -4.1188, -1.1755], [1.0357, -2.6615, -0.9038], [1.2958, -2.1739, 0.2488], [1.4766, -3.1466, 1.2214], [1.2367, -2.9162, 2.4696], [1.6196, -3.9809, 3.3160], [0.4560, -1.6800, 3.4193], [1.0269, -1.7598, -2.0921], [2.1954, -1.1058, -2.4636], [2.1834, -0.3183, -3.5987], [0.9998, -0.1909, -4.3049], [-0.1120, -0.8894, -3.8577], [-0.1054, -1.6843, -2.7930], [-0.2520, -4.3572, -0.9849], [1.4019, -4.7192, -0.4976], [1.0187, -4.3597, -2.2157], [2.4833, -4.3850, 2.9831], [1.7034, -3.6870, 4.2794], [3.0706, -1.1813, -1.8329], [3.0718, 0.2182, -3.9066], [0.9303, 0.4485, -5.1754], [-1.0598, -0.8056, -4.3803], [3.0043, -0.1861, 1.6647], [2.6285, 0.7574, 2.7764], [3.8640, 1.3275, 3.3268], [0.0629, -0.4648, 2.5487], [1.8627, 1.8515, 2.0952]],
  "forces_ev_per_a": [[-0.445, -0.990, -0.488], [0.632, 0.186, -0.201], [0.042, -0.276, -0.066], [0.046, 0.015, -0.043], [-0.016, -0.032, 0.009], [-0.010, 0.031, -0.004], [-0.021, -0.015, 0.012], [-0.047, -0.026, 0.003], [-0.110, 0.512, -0.162], [-0.043, 0.052, 0.003], [-0.156, 0.121, 0.275], [-0.606, 0.445, -0.220], [0.047, 0.027, -0.181], [-0.110, -0.013, 0.091], [-0.003, 0.016, -0.006], [0.032, -0.043, 0.002], [-0.022, 0.036, 0.013], [0.008, 0.073, 0.019], [-0.121, -0.038, -0.035], [0.394, 0.844, -0.753], [-0.448, -0.164, -0.026], [-0.004, 0.011, -0.009], [-0.009, 0.002, -0.007], [0.009, -0.007, 0.011], [0.007, 0.010, 0.012], [-0.029, -0.007, -0.046], [0.006, 0.004, 0.000], [0.002, 0.003, -0.004], [0.000, 0.000, -0.004], [0.013, 0.009, 0.009], [-0.073, -0.007, 0.027], [0.010, -0.124, -0.112], [-0.042, -0.624, 0.014], [0.156, 0.158, 0.035], [-0.175, -0.043, -0.013], [-0.062, -0.041, 0.072], [0.062, -0.027, -0.211], [0.058, -0.033, 0.131], [-0.032, 0.013, 0.080], [-0.036, 0.009, -0.115], [0.083, 0.005, 0.001], [-0.038, -0.073, 0.091], [-0.029, -0.033, -0.162], [0.005, -0.007, 0.007], [-0.004, -0.005, -0.006], [-0.031, 0.029, -0.001], [-0.010, -0.022, -0.021], [0.046, 0.025, -0.002], [0.001, -0.005, -0.023], [-0.021, 0.019, 0.030], [-0.005, 0.002, -0.001], [-0.002, -0.010, -0.019], [0.118, 0.201, 0.494], [0.669, 0.333, 0.473], [0.047, 0.042, -0.048], [-0.070, -0.477, 0.817], [0.333, -0.090, 0.258]]
}



2.
{
  "formula": "C22H19Cl3FeGeN3PS2",
  "method": "ωB97M-V with the def2-TZVPD basis set",
  "gap_ha": [0.2106, 0.2171],
  "s_squared": 6.236,
  "spin_multiplicity": 5,
  "charge": 2,
  "species": ["Fe", "N", "C", "C", "C", "C", "C", "N", "C", "C", "C", "C", "C", "N", "H", "H", "H", "H", "H", "H", "H", "H", "H", "S", "P", "S", "C", "C", "C", "C", "C", "C", "C", "C", "C", "C", "C", "C", "H", "H", "H", "H", "H", "H", "H", "H", "H", "H", "Cl", "Ge", "Cl", "Cl"],
  "xyz": [[-0.1308, 2.1821, -0.7433], [0.9377, 2.7428, 2.3197], [-0.3845, 3.0604, 2.1122], [-1.0977, 3.6238, 3.1837], [-2.4134, 3.9483, 3.0244], [-3.0456, 3.7046, 1.7944], [-2.3025, 3.1574, 0.7975], [-0.9764, 2.8373, 0.9416], [1.9169, 2.1870, 1.5049], [3.1666, 1.9679, 2.0897], [4.1646, 1.4027, 1.3408], [3.9080, 1.0477, 0.0147], [2.6650, 1.2959, -0.4895], [1.6630, 1.8727, 0.2335], [1.2607, 2.9446, 3.2517], [-0.5912, 3.7906, 4.1259], [-2.9618, 4.3916, 3.8454], [-4.0869, 3.9390, 1.6296], [-2.7421, 2.9384, -0.1684], [3.3321, 2.2423, 3.1233], [5.1381, 1.2316, 1.7811], [4.6647, 0.5962, -0.6104], [2.4204, 1.0368, -1.5082], [0.1851, -0.9361, -3.3856], [-0.5545, -1.4180, -1.5235], [-1.2760, 0.2141, -0.5085], [-1.8910, -2.5530, -1.7759], [-3.2065, -2.2577, -1.4244], [-4.1952, -3.2074, -1.6333], [-3.8735, -4.4341, -2.1974], [-2.5615, -4.7276, -2.5539], [-1.5649, -3.7938, -2.3398], [0.7130, -2.2046, -0.5469], [0.3561, -2.6597, 0.7276], [1.2926, -3.3159, 1.5038], [2.5792, -3.5272, 1.0142], [2.9322, -3.0832, -0.2496], [1.9992, -2.4177, -1.0367], [-3.4612, -1.2975, -0.9975], [-5.2183, -2.9890, -1.3585], [-4.6503, -5.1692, -2.3618], [-2.3189, -5.6858, -2.9924], [-0.5408, -4.0362, -2.6034], [-0.6493, -2.5114, 1.1059], [1.0200, -3.6771, 2.4865], [3.3052, -4.0514, 1.6221], [3.9275, -3.2657, -0.6322], [2.2742, -2.0789, -2.0265], [0.4579, 2.0555, -2.8529], [0.0507, 4.3465, -1.8514], [-1.4825, 5.1746, -3.0120], [1.8467, 5.3657, -2.1904]],
  "forces_ev_per_a": [[-0.017, -0.155, 1.025], [0.088, 0.007, -0.174], [0.064, -0.084, -0.040], [0.133, -0.041, 0.082], [-0.191, 0.055, -0.024], [0.010, 0.043, 0.165], [0.323, -0.125, -0.028], [-0.541, 0.206, -0.228], [-0.267, 0.052, 0.142], [0.059, -0.009, 0.045], [0.100, -0.034, 0.020], [0.036, 0.002, 0.018], [-0.161, 0.034, 0.093], [0.314, -0.004, -0.042], [0.009, 0.022, 0.041], [-0.016, 0.010, -0.024], [-0.007, -0.021, -0.017], [0.015, 0.006, 0.020], [0.040, -0.003, -0.025], [0.000, 0.000, -0.014], [-0.007, -0.001, -0.018], [-0.011, 0.000, 0.020], [-0.008, 0.011, -0.013], [-0.217, -0.052, 0.077], [0.140, 0.534, -0.079], [-0.069, -0.172, -0.071], [-0.173, -0.336, -0.016], [-0.040, 0.019, -0.086], [0.041, 0.021, -0.008], [0.029, -0.018, -0.019], [-0.061, 0.012, 0.004], [0.015, 0.000, 0.025], [0.188, -0.162, 0.084], [0.012, 0.008, -0.027], [0.025, 0.000, 0.004], [-0.003, -0.009, 0.040], [-0.060, 0.045, -0.018], [0.037, 0.008, 0.049], [0.008, -0.005, 0.009], [0.021, 0.005, 0.002], [0.009, 0.004, 0.004], [0.008, 0.010, 0.001], [0.002, 0.027, 0.040], [0.009, 0.004, -0.024], [0.003, 0.004, -0.014], [-0.016, -0.004, -0.005], [-0.008, 0.009, -0.005], [-0.021, -0.014, -0.013], [-0.044, 0.376, -0.713], [0.230, -0.434, -0.391], [-0.099, 0.068, 0.041], [0.071, 0.080, 0.086]]
}



3.
{
  "formula": "C22H19Cl5IrN4OS2",
  "method": "ωB97M-V with the def2-TZVPD basis set",
  "gap_ha": [0.2231, 0.2215],
  "e_above_lowest_kcal_mol": 11.3,
  "s_squared": 0.776,
  "spin_multiplicity": 2,
  "charge": 2,
  "species": ["Ir", "C", "S", "C", "S", "N", "N", "C", "C", "C", "C", "C", "C", "N", "H", "H", "H", "H", "H", "H", "H", "H", "O", "C", "C", "C", "C", "C", "C", "C", "C", "N", "H", "H", "H", "H", "H", "H", "H", "H", "H", "H", "H", "Cl", "C", "C", "C", "Cl", "C", "Cl", "C", "Cl", "C", "Cl"],
  "xyz": [[0.4343, 0.2104, -0.3060], [2.2323, 4.7389, 1.6894], [2.0088, 3.3437, 2.8049], [1.6115, 2.0574, 1.7376], [1.5364, 2.2532, 0.0297], [1.4309, 0.9007, 2.3322], [1.2121, -0.1525, 1.5012], [1.4469, -1.2891, 2.0575], [1.4397, -2.5974, 1.4351], [1.7496, -3.6778, 2.2535], [1.8820, -4.9513, 1.7389], [1.7200, -5.1441, 0.3715], [1.4042, -4.0629, -0.4052], [1.2434, -2.8202, 0.1142], [2.4865, 5.5784, 2.3338], [1.3140, 4.9644, 1.1529], [3.0558, 4.5622, 1.0015], [1.7666, -1.2504, 3.0919], [1.9021, -3.4889, 3.3068], [2.1237, -5.7818, 2.3884], [1.8395, -6.1135, -0.0891], [1.2661, -4.1390, -1.4744], [-0.4355, 0.8963, -2.1254], [-1.8927, 0.9879, -2.2845], [-2.3959, 2.3588, -1.9153], [-1.8611, 2.8708, -0.5739], [-2.1584, 1.9408, 0.5710], [-3.2619, 2.1944, 1.3787], [-3.6204, 1.3166, 2.3827], [-2.8614, 0.1690, 2.5542], [-1.7761, -0.0238, 1.7350], [-1.4004, 0.8392, 0.7688], [-0.0057, 1.6484, -2.5548], [-2.2870, 0.2082, -1.6353], [-2.1206, 0.7322, -3.3185], [-3.4877, 2.3198, -1.9052], [-2.1233, 3.0762, -2.6941], [-2.3311, 3.8287, -0.3547], [-0.7924, 3.0606, -0.6402], [-3.8387, 3.0920, 1.2021], [-4.4771, 1.5176, 3.0116], [-3.1004, -0.5652, 3.3097], [-1.1736, -0.9139, 1.8462], [3.5130, -0.9938, -0.5613], [1.9560, -0.8953, -1.3505], [0.9129, -1.7950, -0.8737], [-0.1791, -2.1236, -1.7459], [-1.5026, -3.0127, -1.0924], [-0.1363, -1.7781, -3.0775], [-1.4398, -2.1752, -4.0959], [0.9779, -1.0455, -3.6063], [0.9872, -0.6407, -5.2671], [1.9740, -0.6091, -2.7839], [3.2318, 0.3733, -3.3700]],
  "forces_ev_per_a": [[-0.181, 0.023, 0.193], [-0.001, 0.003, -0.025], [0.003, 0.015, 0.047], [-0.032, -0.174, -0.019], [0.123, 0.054, -0.064], [0.068, 0.147, 0.177], [-0.098, 0.087, -0.182], [0.024, -0.103, 0.001], [-0.006, 0.113, 0.089], [0.018, -0.018, 0.087], [-0.007, -0.009, -0.033], [-0.003, 0.020, 0.029], [-0.009, -0.033, -0.064], [0.015, -0.015, -0.133], [-0.010, -0.012, 0.019], [0.003, 0.011, -0.005], [-0.004, -0.007, -0.005], [0.010, -0.034, -0.002], [0.000, -0.015, -0.002], [0.002, 0.007, 0.009], [-0.002, 0.002, -0.011], [0.008, -0.015, 0.015], [-0.170, -0.087, -0.008], [0.092, -0.094, -0.017], [-0.045, 0.147, -0.018], [-0.042, 0.003, 0.175], [0.054, -0.013, -0.078], [-0.006, -0.001, -0.025], [0.023, -0.003, -0.012], [-0.066, 0.026, 0.029], [0.064, -0.002, -0.047], [0.028, -0.041, 0.000], [0.045, 0.001, 0.024], [0.012, -0.018, -0.012], [0.006, 0.006, 0.000], [-0.004, -0.018, -0.013], [-0.013, -0.004, -0.002], [0.009, 0.018, -0.052], [0.006, -0.031, 0.039], [0.005, 0.003, -0.004], [0.001, 0.001, 0.001], [-0.002, 0.001, 0.000], [0.007, 0.011, -0.006], [-0.027, -0.028, -0.089], [-0.018, -0.009, -0.171], [-0.065, 0.258, 0.142], [0.035, -0.114, -0.244], [0.039, 0.040, 0.031], [-0.032, -0.119, 0.156], [-0.015, 0.018, -0.031], [-0.001, -0.015, -0.101], [-0.026, -0.014, 0.053], [0.172, 0.022, 0.162], [0.014, 0.008, -0.005]]
}



4.
{
  "formula": "C22H19CoN7O4S2",
  "method": "ωB97M-V with the def2-TZVPD basis set",
  "gap_ha": [0.2494, 0.2493],
  "e_above_lowest_kcal_mol": 7.9,
  "s_squared": 3.756,
  "spin_multiplicity": 4,
  "charge": 2,
  "species": ["Co", "O", "C", "O", "C", "C", "C", "C", "C", "N", "C", "O", "O", "H", "H", "H", "H", "H", "N", "C", "C", "C", "C", "C", "C", "C", "C", "N", "C", "H", "H", "H", "H", "H", "H", "H", "H", "N", "C", "N", "C", "C", "S", "C", "C", "S", "C", "N", "N", "H", "H", "H", "H", "H", "H"],
  "xyz": [[-0.2840, -0.0671, -0.0658], [2.7343, 3.4647, 0.2777], [2.0232, 2.3848, 0.0202], [0.8292, 2.3562, -0.1755], [2.8349, 1.1242, 0.0573], [4.2205, 1.1277, 0.0698], [4.8751, -0.0912, 0.0495], [4.1203, -1.2515, 0.0418], [2.7379, -1.1511, 0.0502], [2.1013, 0.0161, 0.0464], [1.7913, -2.3256, 0.1428], [2.2437, -3.5553, 0.0267], [0.6166, -2.1333, 0.3483], [2.1620, 4.2496, 0.2593], [4.7627, 2.0629, 0.0883], [5.9563, -0.1372, 0.0482], [4.6220, -2.2110, 0.0483], [3.1888, -3.6129, -0.1622], [-0.2058, 0.3014, 2.1056], [-1.3653, 1.0763, 2.5304], [-1.6698, 1.3046, 3.8405], [-2.8036, 2.0712, 4.1933], [-3.5980, 2.6072, 3.2227], [-3.3044, 2.3851, 1.8562], [-4.0889, 2.9096, 0.8016], [-3.7517, 2.6382, -0.4908], [-2.6334, 1.8235, -0.7422], [-1.8795, 1.3227, 0.2086], [-2.1883, 1.6026, 1.5079], [-0.0767, -0.5107, 2.7001], [0.6350, 0.8583, 2.2323], [-1.0317, 0.9020, 4.6205], [-3.0279, 2.2388, 5.2386], [-4.4612, 3.2088, 3.4836], [-4.9517, 3.5233, 1.0353], [-4.3299, 3.0239, -1.3193], [-2.3636, 1.5657, -1.7616], [1.2926, 1.1784, -3.0791], [0.3157, 0.2416, -3.2011], [-0.3238, -0.2889, -2.1845], [-1.3058, -1.1798, -2.6373], [-1.3595, -1.3349, -3.9714], [-0.1821, -0.3433, -4.7384], [-2.1603, -1.8245, -1.6380], [-3.1355, -2.7230, -1.8638], [-3.8768, -3.1729, -0.3804], [-2.8078, -2.1102, 0.4640], [-1.9620, -1.4761, -0.3054], [-2.9087, -1.9475, 1.8060], [1.2386, 1.7549, -2.2564], [1.6031, 1.6470, -3.9128], [-2.0193, -1.9624, -4.5512], [-3.4625, -3.1465, -2.8015], [-3.4830, -2.5676, 2.3482], [-2.2190, -1.4117, 2.2963]],
  "forces_ev_per_a": [[-0.278, -0.237, 0.175], [-0.064, 0.047, -0.141], [0.102, -0.213, 0.491], [-0.070, 0.144, -0.180], [-0.012, 0.078, -0.179], [0.056, 0.079, 0.008], [0.110, 0.027, 0.008], [0.023, -0.138, 0.001], [-0.124, -0.171, 0.064], [0.008, 0.032, -0.102], [0.193, 0.029, -0.055], [0.029, -0.039, 0.018], [-0.145, 0.140, -0.002], [-0.001, 0.046, -0.006], [-0.014, -0.029, -0.002], [-0.034, -0.003, 0.003], [0.000, 0.029, 0.004], [0.017, 0.005, -0.017], [-0.070, 0.189, -0.076], [0.153, -0.102, -0.017], [0.006, -0.021, 0.109], [0.035, -0.020, 0.018], [-0.043, 0.043, 0.010], [-0.064, 0.028, -0.029], [-0.046, 0.048, 0.093], [-0.010, -0.007, -0.079], [0.008, -0.061, -0.020], [0.139, 0.120, 0.048], [0.010, -0.002, -0.119], [-0.010, -0.082, -0.009], [-0.003, 0.047, 0.021], [-0.033, 0.020, -0.019], [0.020, -0.017, -0.038], [0.044, -0.038, -0.013], [0.037, -0.033, -0.005], [0.028, -0.018, 0.021], [0.010, 0.012, 0.040], [0.115, -0.115, 0.129], [-0.018, 0.024, -0.076], [-0.321, -0.058, 0.122], [0.105, 0.005, 0.307], [-0.049, -0.078, -0.213], [0.015, 0.021, -0.087], [0.276, 0.162, 0.076], [-0.129, -0.122, -0.128], [-0.045, -0.040, 0.079], [-0.092, -0.036, 0.153], [0.123, 0.125, -0.309], [-0.019, -0.029, -0.203], [-0.101, 0.069, 0.021], [-0.002, 0.021, -0.061], [0.079, 0.045, 0.049], [0.022, 0.035, 0.101], [-0.002, -0.018, 0.016], [0.035, 0.053, 0.001]]
}



The E results, record by record, are as follows: -3240.9587 -6872.5670 -4345.1267 -3712.8564 Ha.